(1)
Here is a 5-piece molecular cluster, C26H42ClN2O9P overall from OMol25. Energies are from ωB97M-V with the def2-TZVPD basis set.

Geometry as XYZ:
```
81
Properties=species:S:1:pos:R:3:lowdin_charge:R:1
C 4.39 1.78 0.14 -0.144
C 3.35 1.08 -0.93 -0.231
C 1.77 1.17 -0.51 -0.060
C 0.96 -0.27 -0.39 0.002
C -0.64 -0.20 -0.03 -0.042
C -1.39 1.28 0.19 -0.329
P -3.27 1.17 0.56 0.589
O -4.08 2.69 0.35 -0.427
Cl -3.57 0.71 2.65 0.127
C -0.54 2.71 0.08 -0.146
N -1.30 3.99 0.30 0.027
C -0.41 5.19 0.16 -0.065
C 1.17 5.11 -0.18 -0.071
N 1.95 3.85 -0.43 0.055
C 1.05 2.66 -0.28 -0.102
H 3.95 1.98 1.20 0.073
H 5.38 1.12 0.16 0.087
H 4.73 2.82 -0.33 0.078
H 3.69 -0.02 -1.17 0.105
H 3.47 1.69 -1.95 0.120
H 1.49 -1.30 -0.57 0.084
H -1.25 -1.23 0.05 0.106
H -3.70 3.07 -0.51 0.054
H -0.89 6.27 0.31 0.112
H 1.77 6.14 -0.26 0.109
C -5.90 1.08 5.03 -0.111
C -7.19 1.80 5.35 -0.227
O -8.31 0.90 5.26 -0.007
C -8.74 0.09 6.26 -0.504
C -7.85 -0.11 7.45 0.001
O -9.80 -0.52 6.15 0.078
H -5.69 0.28 5.75 0.070
H -5.05 1.78 5.05 0.065
H -5.95 0.61 4.04 0.041
H -7.17 2.30 6.32 0.113
H -7.36 2.58 4.60 0.125
H -7.24 -1.00 7.29 0.097
H -8.48 -0.26 8.33 0.094
H -7.21 0.74 7.67 0.067
C 4.16 -0.10 5.47 -0.068
C 3.84 0.41 4.08 -0.235
O 4.82 -0.04 3.13 -0.023
C 4.80 -1.23 2.49 -0.506
C 3.86 -2.29 2.99 0.008
O 5.58 -1.46 1.58 0.069
H 4.14 -1.19 5.52 0.068
H 3.44 0.29 6.20 0.083
H 5.16 0.21 5.77 0.086
H 2.83 0.14 3.75 0.116
H 3.88 1.50 4.08 0.122
H 4.38 -2.93 3.70 0.098
H 3.53 -2.89 2.13 0.093
H 2.95 -1.90 3.44 0.070
C 3.24 -2.95 -5.14 -0.058
C 3.63 -2.68 -3.70 -0.224
O 2.48 -2.75 -2.84 -0.022
C 1.99 -3.89 -2.29 -0.504
C 2.48 -5.21 -2.82 0.007
O 1.12 -3.84 -1.43 0.063
H 2.83 -3.96 -5.27 0.072
H 4.11 -2.85 -5.80 0.090
H 2.46 -2.26 -5.46 0.055
H 4.43 -3.34 -3.35 0.115
H 4.02 -1.66 -3.62 0.121
H 1.80 -5.55 -3.60 0.099
H 2.48 -5.93 -1.99 0.096
H 3.50 -5.18 -3.20 0.071
C -1.63 1.21 -5.13 -0.067
C -1.13 1.21 -6.56 -0.229
O 0.11 0.49 -6.67 -0.003
C 0.22 -0.85 -6.83 -0.491
C -0.99 -1.70 -6.61 0.010
O 1.31 -1.35 -7.09 0.064
H -1.84 0.19 -4.77 0.069
H -2.55 1.80 -5.04 0.082
H -0.88 1.63 -4.46 0.085
H -1.87 0.82 -7.27 0.114
H -0.93 2.24 -6.87 0.124
H -1.00 -2.05 -5.57 0.099
H -0.93 -2.56 -7.28 0.096
H -1.93 -1.20 -6.84 0.070
```

HOMO (eV): -8.23
Kohn-Sham gap (eV): 6.607
M (g mol⁻¹): 593.1
SMILES: CCc1ccc(P(O)Cl)c2nccnc12.CCOC(C)=O.CCOC(C)=O.CCOC(C)=O.CCOC(C)=O
Maximum force (hartree/bohr): 0.139
Total charge: 0
Spin multiplicity: 1
DFT total energy (eV): -70851.10214

=====

(2)
Here is C21H37AsF6HgN6OS2SbSe as an isolated structure from OMol25. Energies are from ωB97M-V with the def2-TZVPD basis set.

Geometry as XYZ:
```
77
Properties=species:S:1:pos:R:3:lowdin_charge:R:1
Hg 0.48 -0.18 0.66 0.800
F 0.11 -0.27 -2.16 -0.376
Sb 1.17 1.19 -2.79 1.356
F 0.12 2.21 -1.57 -0.421
F -0.12 1.58 -4.08 -0.332
F 2.17 2.72 -3.17 -0.335
F 2.16 0.02 -3.85 -0.322
F 2.29 0.81 -1.29 -0.393
C -4.49 0.10 1.30 -0.218
S -3.27 -1.06 0.71 0.937
O -1.93 -0.42 1.02 -0.660
C -3.54 -0.83 -1.04 -0.417
C -4.29 -1.76 -1.74 -0.080
C -4.45 -1.60 -3.11 -0.060
C -3.85 -0.53 -3.76 -0.051
C -3.09 0.39 -3.04 -0.051
C -2.94 0.25 -1.67 -0.091
H -4.22 1.08 0.93 0.052
H -4.49 0.07 2.39 0.061
H -5.46 -0.21 0.91 0.071
H -4.73 -2.61 -1.23 0.115
H -5.04 -2.31 -3.67 0.113
H -3.95 -0.42 -4.83 0.114
H -2.60 1.21 -3.55 0.103
H -2.32 0.94 -1.11 0.068
C 1.64 1.01 4.81 -0.028
N 2.62 1.51 3.84 -0.137
C 3.24 2.74 3.89 -0.034
C 4.06 2.81 2.82 -0.025
N 3.92 1.62 2.12 -0.100
C 4.67 1.28 0.90 0.001
C 3.03 0.83 2.75 -0.711
Se 2.48 -0.88 2.23 0.725
H 1.66 1.67 5.67 0.098
H 1.90 0.00 5.11 0.083
H 0.65 1.01 4.37 0.062
H 3.06 3.44 4.68 0.132
H 4.72 3.59 2.49 0.134
H 5.62 1.79 0.93 0.100
H 4.10 1.57 0.03 0.080
H 4.82 0.21 0.88 0.072
C 0.69 4.83 -0.30 -0.224
As -0.63 3.80 0.64 0.762
C -2.15 3.57 -0.50 -0.218
C -1.24 4.97 2.04 -0.263
S 0.16 2.14 1.73 0.218
H 0.21 5.75 -0.62 0.054
H 1.05 4.27 -1.15 0.019
H 1.50 5.05 0.39 0.044
H -2.82 4.41 -0.32 0.050
H -2.64 2.64 -0.26 0.007
H -1.82 3.55 -1.53 0.042
H -1.62 5.90 1.61 0.047
H -0.42 5.17 2.71 0.036
H -2.03 4.46 2.58 0.040
C 1.77 -2.58 -1.02 -0.181
N 1.94 -3.94 -1.52 -0.076
C 0.74 -4.29 -2.30 -0.146
N -0.48 -4.24 -1.48 -0.075
C -0.63 -2.89 -0.96 -0.180
N 0.55 -2.46 -0.15 -0.158
C 0.70 -3.45 0.96 -0.207
N 0.86 -4.80 0.47 -0.078
C 2.05 -4.86 -0.39 -0.153
C -0.31 -5.15 -0.35 -0.158
H 1.68 -1.89 -1.85 0.097
H 2.64 -2.31 -0.42 0.100
H 0.86 -5.30 -2.70 0.131
H 0.64 -3.59 -3.13 0.135
H -1.50 -2.86 -0.31 0.093
H -0.76 -2.19 -1.78 0.111
H -0.19 -3.38 1.59 0.134
H 1.57 -3.18 1.56 0.041
H 2.17 -5.87 -0.76 0.131
H 2.93 -4.60 0.20 0.131
H -1.21 -5.11 0.28 0.129
H -0.19 -6.17 -0.72 0.130
```

HOMO (eV): -10.85
Kohn-Sham gap (eV): 7.997
M (g mol⁻¹): 1043.9
Energy above the lowest of the compared OMol25 structures with the same formula, charge and spin (kcal per mole): 17.66
Maximum force (hartree/bohr): 0.008
Total charge: +1
Spin multiplicity: 1
DFT total energy (eV): -208237.38228

=====

(3)
Here is C20H24EuFNOP2 as an isolated structure from OMol25. Energies are from ωB97M-V with the def2-TZVPD basis set.

Geometry as XYZ:
```
50
Properties=species:S:1:pos:R:3:lowdin_charge:R:1
C 0.13 -3.32 -2.41 -0.034
C 0.25 -2.40 -1.34 -0.285
C 0.13 -1.00 -1.64 -0.252
C -0.41 -0.56 -2.89 -0.150
C -0.69 -1.54 -3.92 -0.024
C -0.46 -2.91 -3.65 -0.087
C -0.66 0.89 -3.04 -0.137
C 0.18 1.82 -2.30 -0.202
C 0.69 1.32 -1.07 -0.242
C 1.34 2.23 -0.15 -0.242
C 1.52 3.55 -0.58 -0.062
C 0.94 4.05 -1.78 -0.090
C 0.35 3.18 -2.67 -0.043
H 0.37 -4.40 -2.25 0.123
H -1.06 -1.34 -4.96 0.120
H -0.60 -3.74 -4.43 0.128
H -0.95 1.19 -4.08 0.136
H 2.04 4.27 0.10 0.124
H 1.15 5.10 -2.03 0.113
H -0.02 3.61 -3.61 0.121
N 0.31 0.02 -0.70 -0.147
Eu -1.81 0.19 0.55 1.648
C 0.80 -2.84 -0.06 -0.297
H 1.67 -2.32 0.29 0.083
H 0.99 -3.89 0.08 0.088
C 1.79 1.75 1.23 -0.297
H 2.33 0.80 1.13 0.081
H 2.50 2.47 1.71 0.111
P -0.51 -2.42 1.22 0.800
P 0.25 1.39 2.23 0.810
C -0.10 3.12 2.69 -0.281
H -0.94 3.11 3.39 0.046
H 0.76 3.61 3.15 0.058
H -0.40 3.69 1.80 0.029
C 1.08 0.80 3.76 -0.257
H 1.64 1.57 4.29 0.057
H 0.30 0.42 4.42 0.038
H 1.75 -0.03 3.55 0.044
C -1.71 -3.64 0.69 -0.284
H -1.25 -4.61 0.71 0.050
H -2.57 -3.62 1.34 0.044
H -2.07 -3.49 -0.33 0.043
C 0.21 -3.28 2.65 -0.263
H -0.46 -3.07 3.49 0.042
H 0.26 -4.36 2.48 0.057
H 1.22 -2.92 2.92 0.052
C -2.87 2.72 0.18 -0.073
O -3.24 3.71 0.15 0.197
H -1.64 1.46 -2.72 0.142
F -2.56 -0.33 2.42 -0.633
```

HOMO (spin up / spin down) (eV): -9.80 / -9.82
Kohn-Sham gap (spin up / spin down) (eV): 4.562 / 5.914
M (g mol⁻¹): 527.3
Maximum force (hartree/bohr): 0.164
Expectation value of S²: 12.03
Total charge: +1
Spin multiplicity: 7
DFT total energy (eV): -65284.94876

=====

(4)
Here is a 2-piece molecular cluster, C6H14N2 overall from OMol25. Energies are from ωB97M-V with the def2-TZVPD basis set.

Geometry as XYZ:
```
22
Properties=species:S:1:pos:R:3:lowdin_charge:R:1
C 1.70 -1.09 0.55 -0.089
N 0.53 -0.46 -0.05 -0.321
N 0.52 -0.61 -1.46 0.070
C -0.71 -0.71 0.69 -0.473
C -1.28 -2.05 0.51 0.075
H -0.22 -1.23 -1.77 0.069
H 0.37 0.31 -1.86 0.058
H -0.48 -0.44 1.74 0.145
H 1.58 -2.18 0.61 0.079
H 2.58 -0.85 -0.04 0.081
H 1.82 -0.71 1.57 0.079
H -0.79 -2.79 -0.12 0.053
H -2.32 -2.23 0.76 0.053
C -1.73 0.31 0.20 -0.070
C 0.62 1.99 0.32 -0.030
C 0.74 2.77 -0.73 -0.114
H 1.24 1.93 1.20 0.048
H -2.04 0.14 -0.83 0.076
H -2.61 0.37 0.84 0.081
H -1.10 1.26 0.27 0.044
H 1.53 3.52 -0.81 0.046
H 0.05 2.74 -1.57 0.041
```

HOMO (spin up / spin down) (eV): -8.22 / -7.51
Kohn-Sham gap (spin up / spin down) (eV): 8.602 / 7.680
M (g mol⁻¹): 114.2
Energy above the lowest of the compared OMol25 structures with the same formula, charge and spin (kcal per mole): 157.91
Maximum force (hartree/bohr): 0.028
Total charge: 0
Spin multiplicity: 1
DFT total energy (eV): -9422.63696

=====

(5)
Here is C22H50O3P2ReS as an isolated structure from OMol25. Energies are from ωB97M-V with the def2-TZVPD basis set.

Geometry as XYZ:
```
79
Properties=species:S:1:pos:R:3:lowdin_charge:R:1
Re 0.06 -0.06 -0.05 0.818
C 2.02 -0.26 -0.43 -0.226
O 3.08 -0.40 -0.92 0.222
C -1.90 0.06 -0.30 -0.262
O -3.07 0.13 -0.38 0.220
P 0.19 2.21 -0.85 1.041
C -0.16 2.31 -2.71 -0.513
H -0.29 3.39 -2.85 0.093
C -1.06 3.48 -0.14 -0.417
H -1.83 2.79 0.25 0.110
C 1.85 3.09 -0.87 -0.427
H 2.47 2.38 -1.45 0.136
C 1.53 -3.38 1.03 -0.498
P -0.05 -2.48 0.51 1.034
H -0.65 -4.36 -0.81 0.118
H 2.24 -3.18 0.21 0.101
C -1.41 -3.44 1.47 -0.462
H -1.10 -4.50 1.39 0.116
C -0.54 4.35 1.00 -0.056
H -1.42 4.86 1.42 0.141
H 0.14 5.14 0.64 0.109
H -0.07 3.76 1.79 0.058
C -1.70 4.42 -1.17 -0.037
H -0.94 5.04 -1.67 0.110
H -2.37 5.11 -0.64 0.136
H -2.30 3.88 -1.91 0.086
C 1.82 4.44 -1.58 -0.026
H 1.47 4.40 -2.62 0.089
H 2.85 4.81 -1.63 0.144
H 1.23 5.18 -1.03 0.101
C 2.55 3.26 0.47 -0.051
H 3.51 3.77 0.28 0.143
H 2.77 2.31 0.95 0.073
H 1.98 3.88 1.17 0.096
C 1.00 1.83 -3.58 -0.068
H 1.59 2.68 -3.88 0.099
H 0.65 1.34 -4.49 0.124
H 1.65 1.13 -3.06 0.055
C -1.47 1.65 -3.12 -0.081
H -1.36 0.56 -3.17 0.071
H -1.71 2.01 -4.14 0.133
H -2.31 1.91 -2.46 0.075
C 1.35 -4.90 1.19 -0.061
H 0.81 -5.37 0.36 0.084
H 0.82 -5.13 2.12 0.102
H 2.34 -5.36 1.24 0.126
C 2.18 -2.81 2.29 -0.095
H 1.54 -2.88 3.17 0.072
C -1.39 -2.66 -1.98 -0.096
H 2.48 -1.76 2.18 0.057
H 3.10 -3.38 2.51 0.121
C 0.99 -3.58 -1.95 -0.072
H -1.39 -1.57 -1.83 -0.017
H -1.19 -2.84 -3.05 0.114
H -2.42 -3.02 -1.73 0.102
C -0.31 -3.37 -1.15 -0.484
H 0.76 -3.82 -3.00 0.112
H 1.58 -4.42 -1.57 0.099
H 1.60 -2.66 -1.93 0.056
C -2.83 -3.34 0.90 -0.072
H -3.13 -2.30 0.71 0.069
H -3.54 -3.75 1.63 0.117
H -2.95 -3.91 -0.03 0.083
C -1.48 -3.08 2.95 -0.091
H -1.73 -2.02 3.09 0.058
H -0.56 -3.30 3.51 0.078
H -2.28 -3.66 3.43 0.119
H 0.48 -0.78 -1.86 0.077
H 0.41 -0.06 -2.33 0.161
C 0.53 -0.21 3.52 -0.140
S 0.00 0.74 2.07 0.679
C -1.65 1.15 2.69 -0.137
O 0.87 1.95 2.26 -0.431
H 0.22 0.37 4.39 0.111
H 1.62 -0.25 3.50 0.082
H 0.10 -1.20 3.57 0.034
H -2.03 0.27 3.24 0.090
H -1.56 2.00 3.38 0.117
H -2.32 1.40 1.86 0.049
```

HOMO (spin up / spin down) (eV): -22.08 / -21.96
Kohn-Sham gap (spin up / spin down) (eV): 7.690 / 4.000
M (g mol⁻¹): 642.9
Energy above the lowest of the compared OMol25 structures with the same formula, charge and spin (kcal per mole): 0.00
Maximum force (hartree/bohr): 0.150
Expectation value of S²: 3.78
Total charge: +4
Spin multiplicity: 4
DFT total energy (eV): -61261.17614

=====

(6)
Here is C24H40AuBN6S3Sb as an isolated structure from OMol25. Energies are from ωB97M-V with the def2-TZVPD basis set.

Geometry as XYZ:
```
76
Properties=species:S:1:pos:R:3:lowdin_charge:R:1
Au 0.01 -0.60 0.19 0.633
C -0.05 4.41 -2.06 -0.015
C -0.02 3.51 -0.87 -0.264
C 0.01 3.87 0.45 0.014
C 0.02 2.68 1.18 -0.223
N 0.00 1.64 0.34 0.038
N -0.03 2.17 -0.94 0.041
B -0.03 1.37 -2.28 -0.518
N 1.26 0.56 -2.39 0.026
N 1.69 -0.20 -1.34 0.030
C 2.94 -0.59 -1.61 -0.232
C 3.30 -0.11 -2.88 0.030
C 2.22 0.62 -3.33 -0.260
C 2.07 1.39 -4.60 -0.014
C 3.82 -1.40 -0.69 -0.541
C 3.37 -1.34 0.77 -0.085
C 5.24 -0.83 -0.77 -0.054
C 3.85 -2.86 -1.16 -0.047
N -1.33 0.55 -2.39 0.021
N -1.76 -0.22 -1.36 0.051
C -2.99 -0.62 -1.67 -0.240
C -3.35 -0.12 -2.93 0.028
C -2.27 0.63 -3.35 -0.262
C -2.12 1.41 -4.61 -0.016
C -3.87 -1.48 -0.78 -0.547
C -3.85 -2.92 -1.30 -0.043
C -3.41 -1.46 0.67 -0.079
C -5.30 -0.94 -0.85 -0.054
C 0.07 2.71 2.70 -0.552
C 1.33 3.48 3.12 -0.042
C -1.18 3.46 3.20 -0.042
C 0.10 1.34 3.33 -0.144
H -0.04 5.44 -1.73 0.083
H 0.82 4.25 -2.70 0.080
H -0.93 4.25 -2.67 0.080
H 0.03 4.88 0.84 0.115
H -0.03 2.15 -3.19 0.103
H 4.24 -0.24 -3.39 0.110
H 2.94 1.20 -5.23 0.082
H 1.18 1.09 -5.15 0.073
H 2.01 2.46 -4.42 0.078
H 3.17 -0.31 1.08 0.083
H 2.47 -1.93 0.93 -0.032
H 4.15 -1.75 1.41 0.089
H 5.27 0.21 -0.41 0.093
H 5.91 -1.42 -0.14 0.086
H 5.64 -0.85 -1.79 0.072
H 2.85 -3.28 -1.17 0.041
H 4.28 -2.94 -2.16 0.086
H 4.47 -3.46 -0.48 0.085
H -4.28 -0.26 -3.46 0.110
H -2.98 1.23 -5.25 0.082
H -2.05 2.49 -4.42 0.077
H -1.22 1.13 -5.16 0.072
H -2.83 -3.31 -1.31 0.051
H -4.46 -3.56 -0.66 0.086
H -4.24 -2.98 -2.32 0.086
H -2.47 -1.98 0.79 -0.025
H -3.28 -0.44 1.04 0.086
H -4.16 -1.96 1.30 0.090
H -5.70 -0.95 -1.87 0.072
H -5.95 -1.56 -0.23 0.085
H -5.35 0.09 -0.47 0.092
H 1.31 4.51 2.76 0.077
H 1.40 3.50 4.21 0.087
H 2.23 3.00 2.74 0.092
H -1.20 4.49 2.84 0.078
H -2.09 2.96 2.86 0.092
H -1.19 3.47 4.29 0.087
H 0.97 0.77 3.00 0.031
H 0.16 1.44 4.42 0.093
H -0.80 0.78 3.09 0.020
S 2.06 -4.56 2.09 -0.044
Sb -0.13 -3.80 1.67 0.310
S -0.06 -1.54 2.38 0.024
S 0.05 -2.75 -0.50 0.041
```

HOMO (spin up / spin down) (eV): -8.33 / -8.27
Kohn-Sham gap (spin up / spin down) (eV): 6.761 / 5.942
M (g mol⁻¹): 838.4
Maximum force (hartree/bohr): 0.013
Expectation value of S²: 0.76
Total charge: 0
Spin multiplicity: 2
DFT total energy (eV): -77893.04581

=====

Which value of DFT total energy does entry 1 give? -70851.10214 eV

=====

The lowest M belongs to which entry? C6H14N2